1.
{
  "formula": "C5H9N2O3",
  "method": "ωB97M-V/def2-TZVPD",
  "charge": 1,
  "symbols": ["C", "C", "C", "C", "C", "N", "N", "O", "O", "O", "H", "H", "H", "H", "H", "H", "H", "H", "H"],
  "positions_angstrom": [[-1.583, -1.033, -0.142], [2.307, -0.565, 0.710], [-0.420, -0.210, -0.592], [0.133, -0.614, -1.894], [-0.496, 1.343, 1.386], [1.505, -1.398, 0.955], [-0.139, 0.900, 0.090], [-1.286, -1.994, 0.779], [2.933, 0.350, 0.460], [-2.614, -0.861, -0.684], [0.023, -1.617, -1.953], [1.267, -0.203, -1.910], [-0.449, -0.172, -2.665], [0.345, 1.943, 1.787], [-1.336, 2.051, 1.287], [-0.628, 0.439, 2.048], [1.422, -2.392, 0.778], [0.498, 1.442, -0.325], [-0.491, -1.974, 1.273]],
  "nbo_charge": [0.71, 0.89, 0.42, -0.68, -0.45, -0.85, -0.41, -0.66, -0.46, -0.44, 0.26, 0.26, 0.30, 0.25, 0.26, 0.24, 0.45, 0.41, 0.51]
}

2.
{
  "formula": "C4H14NOS",
  "method": "ωB97M-V/def2-TZVPD",
  "charge": 1,
  "symbols": ["C", "C", "C", "C", "S", "N", "H", "H", "H", "H", "H", "H", "H", "H", "H", "H", "H", "H", "H", "H", "O"],
  "positions_angstrom": [[-2.193, -0.062, 0.141], [-0.754, 0.090, -0.231], [0.058, -1.147, 0.223], [1.557, -0.888, 0.202], [2.100, -0.941, -1.583], [-0.121, 1.312, -0.135], [-2.180, 0.217, 1.204], [-2.828, 0.681, -0.360], [-2.701, -0.998, -0.089], [-0.743, -0.291, -1.510], [0.002, -2.105, -0.302], [-0.336, -1.321, 1.244], [1.762, 0.148, 0.451], [2.170, -1.556, 0.799], [-0.704, -0.803, -2.221], [-0.130, 1.744, 0.784], [3.216, -0.202, -1.413], [-0.345, 2.006, -0.837], [-1.648, 2.349, 3.315], [-3.029, 1.968, 3.028], [-2.164, 1.968, 2.593]],
  "nbo_charge": [-0.70, 0.48, -0.52, -0.49, -0.09, -0.88, 0.31, 0.25, 0.26, -0.07, 0.26, 0.27, 0.23, 0.25, 0.39, 0.45, 0.17, 0.43, 0.48, 0.49, -0.96]
}

3.
{
  "formula": "C2H5N2O",
  "method": "ωB97M-V/def2-TZVPD",
  "charge": 1,
  "symbols": ["C", "C", "N", "N", "O", "H", "H", "H", "H", "H"],
  "positions_angstrom": [[-0.505, -1.228, 0.308], [0.349, 0.461, -0.685], [-0.673, -1.389, -0.991], [0.223, -0.036, 0.514], [-0.388, -0.178, -1.498], [1.868, -0.738, -1.367], [-0.732, -2.104, 1.013], [2.283, -0.679, -0.798], [0.716, 1.304, -1.147], [0.583, 0.290, 1.443]],
  "nbo_charge": [0.17, 0.49, -0.04, -0.51, -0.20, -0.01, 0.30, 0.04, 0.27, 0.50]
}

4.
{
  "formula": "C24H68O16",
  "method": "ωB97M-V/def2-TZVPD",
  "symbols": ["C", "C", "O", "O", "H", "H", "H", "H", "H", "H", "C", "C", "O", "O", "H", "H", "H", "H", "H", "H", "C", "C", "O", "O", "H", "H", "H", "H", "H", "H", "C", "C", "O", "O", "H", "H", "H", "H", "H", "H", "C", "C", "O", "O", "H", "H", "H", "H", "H", "H", "C", "C", "O", "O", "H", "H", "H", "H", "H", "H", "C", "C", "C", "O", "H", "H", "H", "H", "H", "H", "H", "H", "C", "C", "C", "O", "H", "H", "H", "H", "H", "H", "H", "H", "C", "C", "C", "O", "H", "H", "H", "H", "H", "H", "H", "H", "C", "C", "C", "O", "H", "H", "H", "H", "H", "H", "H", "H"],
  "positions_angstrom": [[-3.945, -1.370, -2.501], [-5.418, -1.357, -2.726], [-5.682, -2.502, -3.553], [-3.705, -0.198, -1.784], [-3.257, -1.422, -3.318], [-3.789, -2.304, -1.852], [-5.749, -0.405, -3.250], [-6.000, -1.298, -1.922], [-5.512, -2.153, -4.568], [-2.932, -0.289, -1.193], [1.115, -3.112, -2.236], [-0.061, -3.450, -1.357], [0.080, -3.302, 0.014], [1.030, -3.314, -3.597], [2.082, -3.496, -1.678], [1.188, -2.096, -1.918], [-0.323, -4.471, -1.423], [-1.060, -3.031, -1.702], [0.605, -4.040, 0.451], [0.135, -3.050, -3.904], [-2.266, 2.433, -2.987], [-3.499, 2.769, -3.748], [-4.424, 1.719, -3.825], [-1.185, 3.312, -3.290], [-1.978, 1.382, -3.042], [-2.433, 2.608, -1.857], [-3.110, 2.946, -4.756], [-3.918, 3.686, -3.354], [-4.340, 1.189, -3.083], [-0.704, 2.808, -4.015], [-0.270, 0.012, -0.539], [0.392, -0.339, 0.817], [1.211, 0.733, 1.305], [-0.889, -1.243, -0.997], [0.266, 0.648, -1.312], [-1.216, 0.672, -0.375], [1.044, -0.955, 0.525], [-0.339, -0.637, 1.647], [1.982, 0.290, 1.461], [-0.087, -1.795, -1.233], [-1.610, 2.696, 1.888], [-2.542, 3.905, 2.264], [-3.797, 3.549, 2.654], [-0.456, 3.167, 1.372], [-2.196, 2.209, 1.251], [-1.459, 2.100, 2.743], [-2.643, 4.419, 1.270], [-2.014, 4.614, 2.982], [-4.418, 3.903, 2.097], [0.230, 2.503, 1.598], [-0.685, 0.188, -3.697], [-2.017, -0.538, -3.779], [-1.737, -1.914, -3.919], [-0.798, 1.604, -3.389], [-0.227, -0.042, -4.697], [-0.107, -0.173, -2.821], [-2.420, -0.248, -4.686], [-2.653, -0.475, -2.924], [-2.499, -2.444, -3.946], [0.067, 1.966, -3.318], [1.120, -3.392, 4.416], [0.119, -4.445, 3.734], [-0.364, -4.172, 2.299], [0.927, -5.760, 3.700], [1.177, -3.599, 5.607], [0.563, -2.483, 4.505], [2.164, -3.479, 3.838], [-0.725, -4.516, 4.289], [-0.530, -3.207, 2.122], [-1.106, -4.971, 1.927], [0.494, -4.420, 1.598], [0.262, -6.507, 3.490], [2.062, 4.219, -1.169], [2.290, 2.987, -1.956], [1.956, 1.687, -1.215], [1.567, 2.929, -3.202], [2.382, 4.026, -0.234], [0.965, 4.418, -1.084], [2.523, 5.089, -1.424], [3.229, 3.005, -2.598], [0.892, 1.652, -1.208], [2.123, 1.778, -0.105], [2.312, 0.846, -1.763], [1.902, 3.443, -3.722], [4.309, -1.582, 2.424], [4.752, -0.535, 1.339], [4.616, -1.194, -0.136], [3.916, 0.527, 1.578], [3.101, -1.778, 2.467], [4.661, -1.472, 3.251], [4.598, -2.692, 2.263], [6.010, -0.194, 1.369], [5.562, -1.933, -0.291], [4.779, -0.396, -0.951], [3.700, -1.677, -0.149], [4.513, 1.318, 2.058], [1.417, 0.359, 4.546], [1.799, 1.798, 4.372], [0.813, 2.631, 5.094], [3.008, 2.054, 5.148], [1.423, -0.172, 5.522], [2.245, -0.337, 4.102], [0.436, 0.173, 4.165], [1.672, 2.088, 3.328], [0.668, 2.571, 6.233], [-0.062, 2.675, 4.579], [0.865, 3.741, 5.015], [3.837, 2.332, 4.559]],
  "mulliken_charge": [1.04, -1.01, -0.61, -0.70, -1.26, 0.11, 0.21, 0.59, 0.34, 0.33, 0.02, -0.67, -0.15, -0.59, 0.30, 0.05, 0.74, -0.04, 0.47, 0.37, 1.49, -0.74, -0.55, -0.64, -0.98, -0.24, 0.37, 0.29, 0.33, 0.53, 2.03, -2.19, 1.65, -0.06, -1.80, -1.00, 1.64, -0.47, -0.98, -0.33, 0.16, -0.85, -0.53, -0.53, 0.16, 0.20, 0.38, 0.22, 0.34, 0.09, 0.80, 0.45, -0.56, -0.54, 0.36, -0.68, 0.72, -0.43, 0.42, 0.69, -0.85, -0.02, -0.64, -0.61, 0.31, 0.25, 0.12, 0.46, 0.02, 0.25, 0.21, 0.32, -1.82, 0.65, -0.16, -0.45, 0.38, 0.34, 0.51, 0.32, 0.85, 0.02, 0.60, 0.15, -1.43, 0.32, -0.97, -0.44, -0.12, 0.91, 0.37, 0.32, 0.39, 0.29, 0.03, 0.33, -0.93, 1.59, -1.53, -0.63, 0.56, -0.08, 0.19, -0.42, 0.27, 0.31, 0.40, 0.32]
}

5.
{
  "formula": "C4H9NO",
  "method": "ωB97M-V/def2-TZVPD",
  "symbols": ["C", "C", "O", "C", "C", "N", "H", "H", "H", "H", "H", "H", "H", "H", "H"],
  "positions_angstrom": [[3.048, -0.108, 0.032], [1.567, -0.298, -0.135], [0.963, 0.923, 0.145], [-0.381, 0.825, -0.182], [-1.299, -0.126, 0.568], [-2.558, -0.012, -0.125], [3.732, 0.668, 0.667], [3.538, -1.050, -0.255], [0.981, -1.363, -0.552], [-0.494, 0.568, -1.286], [-0.773, 1.806, -0.119], [-0.917, -1.187, 0.644], [-1.398, 0.241, 1.640], [-3.357, -0.672, 0.151], [-2.652, -0.215, -1.196]],
  "nbo_charge": [-0.51, 0.08, -0.50, -0.07, -0.24, -0.87, 0.24, 0.18, 0.23, 0.15, 0.20, 0.17, 0.20, 0.37, 0.37]
}

6.
{
  "formula": "C3H16NO4S2",
  "method": "ωB97M-V/def2-TZVPD",
  "charge": 1,
  "symbols": ["N", "C", "C", "O", "C", "S", "S", "H", "H", "H", "H", "H", "H", "H", "H", "H", "H", "H", "H", "O", "H", "H", "O", "H", "H", "O"],
  "positions_angstrom": [[-0.256, -0.026, 1.573], [-0.262, 0.585, 0.184], [1.175, 0.928, -0.244], [1.873, -0.341, -0.450], [-0.938, 1.883, 0.142], [-2.538, 1.635, -0.683], [-4.213, 2.639, 0.132], [-1.214, -0.257, 1.872], [-0.098, 0.738, 2.159], [0.500, -0.771, 1.583], [-0.603, -0.228, -0.440], [1.951, 1.163, 0.537], [1.330, 1.527, -1.235], [1.596, -0.799, -1.257], [-1.052, 2.369, 1.144], [-0.397, 2.793, -0.461], [-3.803, 3.892, 0.375], [0.319, -2.009, -2.025], [1.731, -2.886, -2.477], [1.247, -2.066, -2.351], [-1.123, -3.430, -0.898], [-1.841, -2.159, -1.364], [-1.018, -2.494, -1.025], [2.991, -0.431, 2.194], [2.434, -1.316, 1.070], [2.211, -0.938, 1.944]],
  "nbo_charge": [-0.68, -0.13, -0.12, -0.80, -0.59, 0.07, -0.08, 0.44, 0.42, 0.50, 0.25, 0.24, 0.24, 0.51, 0.25, 0.27, 0.14, 0.51, 0.51, -1.02, 0.50, 0.49, -0.96, 0.50, 0.52, -0.99]
}

Per-record energy above the lowest of the compared OMol25 structures with the same formula, charge and spin, kJ/mol: 58.0; 479.0; 410.6; 2490.1; 462.6; 187.5